Density functional theory data (the ωB97M-V functional and the def2-TZVPD basis) for a 3-piece molecular cluster, C28H43BBr2Cl2F5N4O9S overall in a non-equilibrium geometry.

The geometry in XYZ format:
```
95
Properties=species:S:1:pos:R:3:forces:R:3
C 3.197 6.980 0.461 -0.47 -0.53 0.64
C 2.178 5.991 1.204 -0.77 0.04 -0.97
C 0.999 5.526 0.191 0.66 1.35 0.30
O 0.846 4.077 0.187 -1.28 0.10 -0.37
C -0.321 3.723 -0.612 -0.44 3.37 0.81
N -0.905 2.420 -0.253 2.82 -1.39 2.01
C -0.447 1.878 0.991 0.46 -1.40 -0.45
N -0.792 2.402 2.188 -0.76 0.65 -0.77
C -1.642 3.579 2.362 -2.01 1.24 -0.08
Br -0.736 5.187 3.129 -0.42 -1.87 -0.51
C -3.014 3.668 2.072 2.31 -1.05 0.33
C -3.811 2.428 1.488 -0.27 1.70 0.88
Br -3.929 5.367 2.448 0.51 -1.86 -0.60
N 0.339 0.703 1.022 -2.12 2.26 -0.75
C 0.741 0.137 -0.284 -0.08 -0.22 -0.98
B 1.521 -1.312 -0.089 0.85 -1.56 0.33
N 1.483 -2.101 1.170 -1.26 0.49 -2.49
O 2.351 -1.883 -1.144 -0.45 1.95 2.06
C 1.837 1.096 -0.898 2.89 1.29 1.95
Cl 1.940 1.741 -2.617 -0.66 -0.95 1.77
C 2.945 1.548 -0.130 -0.84 0.50 -2.05
C 4.063 2.535 -0.741 -0.06 -1.60 -0.23
Cl 3.277 1.094 1.589 -0.56 0.29 -1.73
C -0.638 -0.038 -1.141 0.62 0.30 0.19
C -0.274 -0.757 -2.518 -0.08 -0.47 -1.33
C -1.005 -0.218 -3.831 0.89 0.56 -0.28
O -0.597 -1.107 -4.921 0.44 1.46 0.27
C 0.558 -0.582 -5.586 0.83 -0.80 -1.29
C 0.812 -1.464 -6.910 -0.39 0.39 -0.45
F 0.543 -2.811 -6.682 0.85 2.62 -0.72
F -0.023 -1.008 -7.948 1.51 -1.15 1.90
F 2.134 -1.286 -7.381 -2.66 -0.66 1.13
C -1.692 -0.840 -0.220 -0.46 -0.38 1.02
C -2.509 -2.062 -0.795 -1.08 -1.23 0.78
C -3.304 -1.944 -2.155 -0.06 -1.29 -0.44
C -1.716 -3.487 -0.753 -1.07 0.59 0.10
C -1.142 1.476 -1.361 -0.15 0.38 -2.26
S -2.988 1.608 -1.756 -0.17 -0.11 -0.12
H 3.258 6.722 -0.641 0.26 0.25 1.35
H 2.776 8.035 0.541 0.82 -1.30 -0.10
H 4.202 6.881 0.995 -1.28 0.49 -1.02
H 2.655 5.033 1.594 -0.45 1.39 -0.36
H 1.686 6.596 2.045 0.82 -1.26 -1.00
H 0.063 6.072 0.540 0.79 -1.07 -0.60
H 1.225 5.889 -0.875 -0.23 -0.60 1.37
H -0.032 3.883 -1.692 -0.59 -1.04 0.88
H -1.102 4.533 -0.361 0.90 -1.13 -0.51
H -0.438 1.940 3.043 -0.06 0.58 -0.78
H -4.261 2.750 0.501 0.74 -0.66 1.07
H -3.085 1.564 1.415 -1.19 0.96 -0.03
H -4.687 2.229 2.196 1.33 0.02 -0.91
H 0.112 0.025 1.747 0.30 0.46 -0.08
H 1.658 -3.082 0.893 0.19 0.62 0.60
H 0.570 -2.068 1.636 0.64 -0.10 0.16
H 3.233 -1.469 -0.981 -0.62 -0.58 -0.62
H 3.623 3.508 -1.117 0.45 -1.14 0.72
H 4.487 1.979 -1.654 -0.60 0.92 1.23
H 4.939 2.665 -0.032 -1.41 0.03 -0.70
H -0.464 -1.890 -2.519 0.02 1.76 0.40
H 0.838 -0.704 -2.800 -1.59 0.18 0.90
H -0.608 0.823 -4.122 -0.64 -1.28 0.68
H -2.127 -0.138 -3.783 1.28 -0.52 -0.05
H 1.519 -0.647 -4.985 -1.14 -0.02 -0.45
H 0.439 0.485 -5.955 -0.06 -1.19 0.47
H -1.203 -1.304 0.719 -0.31 0.71 -1.53
H -2.461 -0.140 0.281 1.15 -0.68 -1.11
H -3.333 -2.246 -0.005 1.22 0.57 -1.06
H -4.108 -2.767 -2.140 1.18 1.17 0.08
H -2.612 -2.257 -3.018 -1.12 0.82 1.04
H -3.862 -0.982 -2.348 0.98 -0.98 0.27
H -1.872 -3.964 0.279 0.55 0.73 -1.42
H -2.289 -4.155 -1.480 1.21 0.71 0.89
H -0.615 -3.378 -1.004 -1.35 -0.38 0.21
H -0.699 1.951 -2.306 -0.19 -0.99 1.61
H -3.134 2.290 -2.952 0.90 -0.44 0.79
C 3.302 -1.141 4.454 -0.60 0.06 -0.75
C 4.627 -0.724 5.012 0.17 0.51 0.55
O 4.808 -1.606 6.100 -0.17 -0.20 -0.72
C 4.139 -2.746 5.763 0.08 -1.45 0.84
O 4.287 -3.795 6.306 -0.19 0.78 -0.40
O 3.284 -2.536 4.721 0.34 0.13 0.24
F 4.578 0.545 5.487 0.13 0.11 -0.07
H 2.460 -0.663 4.963 0.22 0.12 0.15
H 3.221 -0.946 3.383 -0.01 -0.30 0.07
H 5.462 -0.825 4.313 0.01 0.16 0.09
C -2.519 -7.395 1.977 0.95 -0.27 -0.04
C -3.876 -7.837 2.426 -0.27 -0.01 0.74
O -4.729 -6.839 1.901 0.46 -0.22 -0.56
C -4.112 -6.382 0.778 -0.62 0.92 -1.15
O -4.653 -5.732 -0.070 0.64 -0.46 0.81
O -2.801 -6.762 0.733 -0.68 0.12 0.10
F -3.972 -7.822 3.776 -0.10 -0.11 0.01
H -2.065 -6.671 2.658 -0.23 -0.08 0.12
H -1.831 -8.231 1.844 -0.06 0.13 -0.20
H -4.180 -8.817 2.045 -0.05 0.03 0.17
```
Forces are in eV/Å.

The total charge is +1. The value obtained for the HOMO energy is -12.2551 eV. Its HOMO-LUMO gap is 8.7235 eV. As for the lowest unoccupied orbital energy: -3.532 eV.



Density functional theory data (the ωB97M-V functional and the def2-TZVPD basis) for C28H43BN9SbTl as an isolated structure in a non-equilibrium geometry.

The geometry in XYZ format:
```
83
Properties=species:S:1:pos:R:3:forces:R:3
Tl 9.642 10.956 12.820 -0.16 -0.06 0.05
C 9.878 14.207 14.041 0.24 -0.16 0.52
C 9.155 14.632 12.900 -0.24 0.61 0.08
C 9.955 14.336 11.779 0.16 0.36 -0.31
C 11.207 13.745 12.226 -0.38 -0.22 -0.42
C 11.157 13.690 13.628 -0.51 -0.26 0.66
C 12.172 13.072 14.525 0.80 0.53 -0.62
C 12.285 13.234 11.339 0.32 -0.10 0.22
C 9.666 14.713 10.378 -0.41 -0.07 -0.24
C 7.888 15.454 12.899 0.37 -0.54 -0.33
C 9.416 14.249 15.450 0.07 0.38 -0.33
H 11.901 12.064 14.799 -0.36 -0.40 0.22
H 12.387 13.626 15.443 -0.27 0.05 -0.15
H 13.111 12.991 13.965 -0.06 0.01 0.22
H 13.171 13.877 11.396 -0.08 0.06 -0.04
H 12.007 13.141 10.283 -0.08 0.04 0.40
H 12.612 12.255 11.710 -0.06 0.07 -0.18
H 8.725 14.269 10.025 0.17 -0.05 0.07
H 10.461 14.454 9.683 -0.03 -0.10 0.08
H 9.508 15.789 10.293 0.02 0.17 0.10
H 6.974 14.837 12.857 0.37 0.13 0.13
H 7.901 16.090 12.016 -0.14 0.03 -0.10
H 7.846 16.111 13.763 -0.05 -0.10 0.18
H 8.875 13.333 15.709 0.09 -0.19 -0.05
H 8.709 15.064 15.601 0.01 0.02 0.02
H 10.265 14.375 16.122 -0.12 -0.13 0.08
B 6.622 11.047 15.697 -0.11 0.64 0.24
N 6.348 11.564 14.232 0.16 0.50 -1.57
C 5.119 11.900 13.758 0.66 -0.27 0.13
C 5.221 12.378 12.449 -0.08 -0.27 0.14
C 6.590 12.299 12.174 0.35 -0.01 1.24
N 7.282 11.851 13.265 -1.23 0.04 -0.48
N 7.972 10.320 15.986 1.96 -1.14 0.16
C 8.237 9.631 17.133 0.27 0.46 -0.80
C 9.594 9.261 17.168 -0.89 0.29 -0.21
C 10.110 9.729 15.960 -1.56 0.96 -0.43
N 9.131 10.407 15.258 0.49 -0.94 0.89
H 5.710 10.318 15.963 -0.03 -0.15 0.10
H 6.643 12.015 16.421 -0.15 0.20 0.01
H 4.254 11.777 14.392 0.03 -0.04 -0.06
H 4.400 12.686 11.787 0.61 -0.16 0.49
H 7.125 12.624 11.288 -0.02 -0.24 0.09
H 7.443 9.472 17.850 0.14 0.00 -0.04
H 10.104 8.763 17.984 -0.11 -0.02 -0.28
H 11.108 9.623 15.544 -0.25 0.11 0.06
N 12.098 6.646 13.062 -0.45 -0.06 0.10
C 12.196 7.965 12.814 -1.79 -0.33 -0.06
N 10.949 8.471 12.694 1.49 -0.25 0.18
C 10.134 7.407 12.908 1.31 -0.33 -0.11
N 10.784 6.268 13.135 0.74 0.52 -0.17
C 8.679 7.463 12.870 -1.29 -0.62 0.12
C 7.966 6.273 13.127 -0.04 1.01 -0.25
N 6.645 6.270 13.147 -0.43 -0.38 0.17
C 5.990 7.414 12.941 0.26 -0.23 -0.03
C 6.694 8.571 12.658 -0.07 0.35 -0.11
N 8.024 8.599 12.601 0.74 -0.22 0.61
H 12.849 5.951 13.184 -0.78 0.62 -0.06
H 13.131 8.496 12.731 -0.08 0.01 -0.04
H 8.508 5.356 13.305 -0.13 -0.14 0.05
H 4.893 7.413 12.987 0.54 -0.09 0.00
H 6.175 9.506 12.468 0.07 0.01 -0.02
C 6.846 7.784 8.966 0.50 -0.17 -0.24
C 8.379 7.857 8.981 0.36 1.50 0.63
Sb 9.120 9.869 9.684 -0.42 -0.14 -0.21
C 8.422 11.227 8.096 0.19 -1.18 0.24
C 8.518 10.621 6.686 -0.32 1.02 0.08
C 11.268 9.750 9.242 -1.12 -0.11 -0.27
C 11.607 8.855 8.050 0.28 0.22 0.38
H 6.538 6.795 8.617 -0.10 0.06 0.08
H 6.424 8.517 8.279 -0.01 0.05 -0.05
H 6.396 7.959 9.944 0.14 -0.04 0.03
H 8.849 7.776 8.007 -0.17 -0.40 -0.19
H 8.854 7.173 9.692 -0.17 -0.08 -0.23
H 9.032 12.119 8.240 0.03 0.10 -0.22
H 7.395 11.476 8.383 0.11 -0.03 -0.15
H 9.545 10.539 6.352 0.22 0.00 -0.01
H 7.994 11.277 5.981 0.13 -0.14 -0.06
H 8.065 9.643 6.601 -0.16 -0.26 0.16
H 11.651 9.361 10.180 0.30 0.02 0.06
H 11.584 10.796 9.118 0.10 -0.32 -0.02
H 11.178 7.853 8.132 -0.02 0.14 0.05
H 12.683 8.739 7.985 0.30 -0.13 -0.13
H 11.279 9.300 7.119 -0.15 0.01 -0.20
```
Forces are in eV/Å.

The total charge is +1. The value obtained for the HOMO energy (alpha / beta) is -9.6814 / -9.7519 eV. Its HOMO-LUMO gap (alpha / beta) is 4.0525 / 4.4026 eV. As for the lowest unoccupied orbital energy (alpha / beta): -5.629 / -5.349 eV.



Density functional theory data (the ωB97M-V functional and the def2-TZVPD basis) for C28H43BrN2P2ReS as an isolated structure in a non-equilibrium geometry.

The geometry in XYZ format:
```
78
Properties=species:S:1:pos:R:3:forces:R:3
N -5.203 -0.619 3.565 3.14 1.77 -2.26
C -4.182 -0.008 4.171 -0.35 -0.04 1.76
C -3.122 0.566 3.454 -0.97 -0.68 -0.51
C -3.143 0.491 2.051 0.31 0.08 -0.23
C -4.266 -0.079 1.421 0.06 -0.10 1.46
C -5.269 -0.637 2.235 -1.50 -0.69 -0.52
C -2.029 1.108 1.266 -0.61 -0.21 -0.33
Re -0.177 0.337 0.379 1.15 1.27 1.46
P 1.788 0.641 -0.815 3.20 0.66 -1.37
C -2.044 0.992 -0.217 -2.96 2.38 1.53
C -1.803 2.218 -1.012 0.19 -2.68 0.60
C -2.034 2.147 -2.408 0.94 0.19 -0.89
C -1.252 2.937 -3.233 -0.84 -0.68 0.22
C -0.274 3.721 -2.611 1.60 1.46 -1.74
C -0.322 4.088 -1.272 -0.65 -0.36 0.84
C -1.170 3.341 -0.449 1.71 1.00 -0.07
Br 1.227 4.341 -3.717 -1.93 -0.15 0.69
H -1.665 2.028 1.752 -0.36 -0.21 -0.42
H -2.712 0.269 -0.693 0.24 0.06 0.23
H -2.308 1.060 3.979 -0.32 -0.10 0.16
H -4.390 -0.087 0.342 -0.29 -0.07 0.37
H -4.188 0.040 5.265 -0.11 -0.05 -0.21
H -6.147 -1.099 1.771 0.13 0.13 0.20
H -2.755 1.423 -2.791 0.30 0.15 -0.08
H -1.273 3.580 0.611 0.20 -0.05 -0.34
H -1.324 2.886 -4.314 0.02 0.03 0.09
H 0.316 4.881 -0.893 -0.18 -0.03 0.00
P -0.549 -1.839 0.131 -0.92 -5.07 -1.03
C 2.476 2.198 -0.088 -0.15 -0.06 0.23
C 3.189 3.120 -1.070 0.09 0.48 -0.25
H 3.148 1.915 0.736 -0.21 0.00 -0.23
H 1.632 2.732 0.379 0.19 -0.01 -0.03
H 3.492 4.042 -0.554 -0.04 -0.28 -0.07
H 4.092 2.675 -1.508 -0.32 0.11 0.23
H 2.514 3.421 -1.883 0.45 -0.22 0.40
C 1.465 0.874 -2.614 -0.90 0.37 0.11
C 2.658 0.876 -3.570 0.33 0.00 -0.07
H 0.944 1.834 -2.690 0.09 -0.37 -0.02
H 0.731 0.105 -2.907 0.24 0.16 0.04
H 2.301 1.149 -4.570 0.01 -0.16 0.21
H 3.414 1.620 -3.294 -0.23 -0.27 -0.10
H 3.126 -0.113 -3.637 -0.05 0.27 -0.04
C 3.179 -0.570 -0.858 -0.34 -0.66 0.58
C 4.581 0.015 -0.985 0.34 0.23 -0.09
H 2.968 -1.253 -1.695 -0.04 0.15 0.20
H 3.097 -1.173 0.055 0.19 0.14 -0.24
H 5.313 -0.798 -0.923 -0.19 0.11 0.05
H 4.745 0.508 -1.949 -0.05 -0.10 0.28
H 4.807 0.726 -0.182 0.03 -0.17 -0.17
C 0.382 -3.154 1.063 0.20 0.62 0.56
C 1.850 -3.343 0.725 0.46 -0.19 0.03
H -0.176 -4.082 0.874 -0.04 0.38 -0.18
H 0.258 -2.920 2.134 0.03 -0.31 -0.42
H 2.146 -4.367 0.994 -0.05 0.28 -0.10
H 2.063 -3.212 -0.342 -0.03 -0.15 0.23
H 2.494 -2.671 1.303 -0.16 -0.12 -0.14
C -0.321 -2.417 -1.626 0.34 0.67 -0.01
C -1.310 -1.781 -2.602 -0.10 -0.01 -0.19
H -0.434 -3.510 -1.602 0.07 0.23 0.15
H 0.721 -2.201 -1.913 -0.32 -0.11 0.03
H -1.052 -2.082 -3.627 -0.16 0.07 0.25
H -2.341 -2.104 -2.406 0.24 0.08 -0.10
H -1.281 -0.682 -2.565 0.00 -0.21 -0.04
C -2.254 -2.523 0.454 -0.50 0.77 -0.08
C -2.546 -2.965 1.887 -0.09 -0.03 0.16
H -2.378 -3.366 -0.243 0.23 0.23 0.15
H -2.980 -1.756 0.140 0.20 -0.40 0.04
H -3.605 -3.243 1.965 0.26 -0.08 -0.05
H -1.947 -3.832 2.194 -0.26 0.25 -0.08
H -2.382 -2.158 2.609 -0.02 -0.15 -0.08
S 0.935 -1.344 4.622 0.31 1.06 -1.54
C 2.387 -0.695 3.906 -0.46 0.28 -0.76
C 2.143 -0.114 2.687 -0.55 -0.39 0.34
N 0.790 -0.163 2.310 -1.11 -0.32 0.24
C 0.057 -0.779 3.255 0.73 0.50 0.56
H 3.352 -0.737 4.392 -0.09 -0.15 0.11
H 2.861 0.364 2.020 -0.19 -0.27 0.44
H -1.032 -0.795 3.229 0.45 -0.26 -0.15
```
Forces are in eV/Å.

The total charge is +4. The value obtained for the HOMO energy (alpha / beta) is -20.0255 / -19.8915 eV. Its HOMO-LUMO gap (alpha / beta) is 5.7343 / 4.6945 eV. As for the spin multiplicity: 4. As for the lowest unoccupied orbital energy (alpha / beta): -14.291 / -15.197 eV.